(1)
Entry from the Open Molecules 2025 dataset: a structure of composition C25H22Cl3IrO6S3 (wB97M-V/def2-TZVPD).

Values from the calculation:
- 2S+1: 2
- Charge: +1
- DFT total energy: -111471.6828 eV
- LUMO (spin up / spin down): -4.16 / -5.44 eV
- Expectation value of S²: 0.785

```
60
Properties=species:S:1:pos:R:3:lowdin_charge:R:1
H 5.219 -1.656 1.171 0.118
H -4.689 4.620 2.207 0.115
O 1.077 -0.919 1.242 -0.686
C 5.138 -3.783 1.474 -0.057
H -1.729 0.765 4.745 0.098
H 0.178 0.842 2.768 0.071
C 0.855 3.735 -0.212 -1.497
C -4.225 3.648 2.310 -0.049
H 1.023 1.775 -4.673 0.131
H -3.647 0.945 -3.329 0.106
S -2.332 -0.426 2.841 1.092
C -1.572 0.665 -2.839 -0.537
C -3.045 1.177 2.572 -0.394
H -1.153 -0.897 4.845 0.096
C 1.009 0.381 -2.532 -0.562
H 4.744 -5.868 1.768 0.114
S 2.590 -0.707 1.437 1.121
Cl 2.395 3.846 -1.066 0.681
H 1.316 -3.298 1.855 0.108
H 0.930 -1.581 3.503 0.101
C 1.287 -0.632 3.903 -0.212
H -0.836 2.637 -6.070 0.119
H 2.707 0.862 3.201 0.092
Cl 0.827 4.817 1.184 0.648
C 2.943 -4.709 1.847 -0.054
H 2.307 -5.568 2.014 0.114
C 2.383 -3.444 1.765 -0.063
C -4.185 1.464 3.313 -0.083
O -0.086 1.571 -0.391 -0.278
C 4.315 -4.877 1.707 -0.056
H -4.616 0.721 3.975 0.117
Ir -0.360 -0.364 -0.092 1.273
C 4.590 -2.513 1.380 -0.076
H 6.203 -3.920 1.348 0.115
O -1.487 -0.782 1.628 -0.674
C 0.208 0.449 3.782 -0.218
S -2.095 -0.162 -1.423 0.870
C -3.098 3.339 1.561 -0.046
H 3.476 -0.677 3.634 0.103
H -1.627 1.845 1.099 0.067
O 1.465 1.903 1.214 0.018
C 3.220 -2.361 1.542 -0.389
H -3.190 2.209 -5.400 0.117
C -1.053 2.083 -5.167 -0.019
C -0.006 1.604 -4.387 0.009
Cl -0.465 4.171 -1.307 0.650
C -2.628 1.137 -3.641 -0.098
C -2.372 1.844 -4.795 -0.049
H -5.656 2.954 3.753 0.116
O 0.884 -0.557 -1.594 -0.215
H 1.502 -0.803 4.960 0.129
O 2.093 0.755 -2.897 0.112
C 0.755 2.273 0.315 -0.741
C -2.498 2.095 1.689 -0.058
C 2.585 -0.222 3.203 -0.265
H 0.500 1.287 4.419 0.133
H -2.678 4.063 0.875 0.095
C -1.184 -0.012 4.207 -0.275
C -4.769 2.714 3.183 -0.055
C -0.235 0.893 -3.222 -0.138
```

---

(2)
Entry from the Open Molecules 2025 dataset: the molecule C3H4N2O at a distorted geometry (wB97M-V/def2-TZVPD).

Values from the calculation:
- SMILES: O=C1CN=CN1
- DFT total energy: -8203.1830 eV
- LUMO: 0.74 eV

```
10
Properties=species:S:1:pos:R:3:lowdin_charge:R:1
H -1.842 0.492 0.876 0.167
C -0.527 -0.903 -0.035 -0.381
C 0.906 -0.556 -0.471 -0.145
N 1.102 0.840 -0.224 0.028
H -0.210 2.321 0.673 0.145
C 0.027 1.278 0.329 -0.214
H 1.091 -0.740 -1.518 0.121
O -1.265 -1.886 -0.290 0.030
N -0.908 0.332 0.482 0.094
H 1.625 -1.179 0.179 0.157
```

---

(3)
Entry from the Open Molecules 2025 dataset: a cluster of 7 separate species, C5H25N2O7 in total at a distorted geometry (wB97M-V/def2-TZVPD).

Values from the calculation:
- Charge: +1
- DFT total energy: -22896.6491 eV
- LUMO: -2.61 eV

```
39
Properties=species:S:1:pos:R:3:lowdin_charge:R:1
O -0.123 -2.265 -1.823 0.012
C 0.644 -1.482 -1.267 -0.481
N -0.117 -1.584 1.036 0.132
H -0.073 1.267 2.024 0.019
H -1.384 3.181 0.431 0.042
O -2.429 0.969 2.482 -0.069
H -0.982 -3.765 -0.946 0.098
O -2.461 0.006 -1.757 -0.080
C 1.141 -1.570 0.163 -0.036
H 2.014 -0.969 0.449 0.118
O -1.507 -3.560 -0.110 -0.060
H -2.776 -0.313 -2.638 0.066
H 2.449 0.682 -0.726 0.134
H -3.342 1.182 2.670 0.055
H -1.861 1.794 2.506 0.035
H -2.376 -3.251 -0.378 0.066
H 3.923 0.256 -2.223 0.054
H -0.563 -0.668 1.123 0.107
H 2.891 0.609 -3.775 0.106
H 1.425 2.894 -1.118 0.081
O 0.586 0.564 2.023 -0.040
H -0.985 -2.296 0.718 0.168
O -1.236 3.320 1.353 -0.016
H 0.207 -1.904 1.926 0.102
H -0.633 4.043 1.484 0.061
H 1.006 2.534 -2.701 0.099
C 3.081 0.746 -2.664 -0.057
O -1.069 -1.413 3.645 -0.043
N 0.934 -0.411 -1.992 0.110
H 0.062 1.924 -1.265 0.055
H 1.689 -2.509 0.404 0.150
H -1.343 -0.484 3.635 0.012
H -1.501 -1.720 4.430 0.049
H -3.229 -0.325 -1.259 0.037
C 1.058 2.032 -1.700 -0.075
H 0.738 0.443 2.967 0.075
H 0.702 -0.430 -3.048 0.207
C 1.855 0.741 -1.679 -0.389
H 3.584 1.730 -2.403 0.098
```

---

(4)
Entry from the Open Molecules 2025 dataset: a structure of composition C24H31Br33N at a distorted geometry (wB97M-V/def2-TZVPD).

Values from the calculation:
- Charge: +1
- DFT total energy: -2338266.3761 eV
- LUMO: -2.88 eV

```
89
Properties=species:S:1:pos:R:3:lowdin_charge:R:1
H 2.425 -2.443 1.884 -0.039
H -3.925 -1.727 -0.020 0.104
Br -7.197 -3.903 2.939 0.546
H -7.959 -4.562 -7.256 -0.026
H -3.754 -0.031 2.467 0.147
Br -6.075 -6.855 3.534 0.574
H 0.886 -4.633 1.208 0.026
Br 2.761 -4.322 2.675 0.789
H -5.289 -0.935 0.918 0.124
Br -5.278 3.792 -0.384 0.582
H -5.157 -0.206 -1.660 0.128
H -1.993 -1.841 -1.104 0.074
H 1.491 1.359 1.394 0.065
C 1.442 -2.297 1.244 -0.314
C 4.891 -2.125 -0.835 -1.533
Br -4.037 -4.471 2.842 0.514
H -6.434 5.095 -2.160 -0.109
H -2.120 2.485 -0.477 0.152
Br 5.527 -0.570 0.134 0.564
H -5.654 -4.708 4.717 -0.026
Br 12.367 0.394 -3.124 0.567
Br 2.561 -4.199 5.879 0.581
Br 3.699 5.410 1.157 0.531
C -9.441 5.732 -0.222 -1.588
Br -2.321 -5.694 -1.387 0.697
H -2.339 -0.906 1.711 0.137
H 2.411 0.065 2.315 0.096
H -2.623 -0.082 -2.046 0.120
H 9.129 6.478 -1.572 -0.020
C -4.557 0.279 -0.807 -0.194
H -1.312 -4.254 -0.304 -0.113
H -1.772 1.295 1.748 0.192
C -4.070 -6.505 -1.615 -1.564
C -0.662 -3.356 0.004 -0.082
Br 11.264 5.370 -0.937 0.585
C 9.589 6.290 -0.603 -1.584
C 3.520 -4.925 4.358 -1.560
Br 7.833 -0.449 2.951 0.548
Br -4.082 5.343 -2.929 0.587
H -3.361 1.588 -2.158 0.104
H 5.976 5.574 2.147 -0.102
C 1.019 -0.835 0.799 -0.250
Br 10.474 2.425 -4.741 0.558
Br -5.852 -5.724 -6.629 0.534
Br -4.560 -6.655 -3.485 0.558
Br 5.825 7.818 1.089 0.550
Br -6.159 2.928 -3.350 0.591
C 0.615 -3.578 0.883 -0.159
H -4.005 -7.518 -1.220 -0.020
C -5.730 -4.951 3.658 -1.608
H -10.222 6.394 0.148 -0.024
Br -7.190 -3.062 -5.427 0.543
C -3.126 0.739 -1.403 -0.136
Br -8.930 4.579 1.253 0.552
Br 2.950 -2.203 -0.878 0.809
H 11.478 2.624 -2.474 -0.071
C 8.140 1.462 3.055 -1.580
Br 3.648 -6.859 4.440 0.583
H 8.217 1.716 4.112 -0.022
Br 9.815 1.973 2.225 0.566
Br 6.644 2.468 2.336 0.533
Br -7.971 6.858 -0.803 0.604
H -5.146 1.200 -0.440 0.025
Br -10.202 4.724 -1.694 0.576
Br 8.352 5.189 0.408 0.533
C -1.052 -1.907 -0.468 -0.038
Br 9.869 8.016 0.237 0.572
H -0.440 0.923 -1.685 0.146
N -2.607 1.172 1.128 0.059
C -5.605 4.389 -2.201 -1.589
H 2.910 0.397 0.577 0.028
Br 9.502 1.217 -1.927 0.531
H -3.232 1.971 1.376 0.172
C 11.020 1.783 -2.994 -1.623
H 0.084 1.667 -0.093 0.111
C -0.605 0.864 -0.541 -0.106
C 5.159 6.292 2.082 -1.633
Br -5.427 -5.578 -0.585 0.549
C -4.267 -0.728 0.417 -0.153
C 1.987 0.340 1.274 -0.106
C -7.507 -4.772 -6.288 -1.604
Br 4.678 6.768 3.900 0.570
C -0.269 -0.624 -0.092 -0.143
C -2.116 1.342 -0.279 -0.254
Br -8.770 -5.857 -5.293 0.566
H 4.537 -4.536 4.408 -0.024
C -3.190 -0.168 1.464 -0.119
Br 5.661 -2.231 -2.614 0.583
H 5.233 -3.003 -0.288 -0.020
```

---

(5)
Entry from the Open Molecules 2025 dataset: a structure of composition C4H8N2OS at a distorted geometry (wB97M-V/def2-TZVPD).

Values from the calculation:
- DFT total energy: -20134.5716 eV
- LUMO: -0.22 eV

```
16
Properties=species:S:1:pos:R:3:lowdin_charge:R:1
N -1.261 0.845 -2.000 -0.080
C 0.334 -1.566 0.324 -0.116
H -1.732 1.737 -1.281 0.166
H -1.489 -0.273 -1.835 0.114
H 0.675 -0.211 -1.750 0.086
H -0.726 -2.216 0.844 0.164
O 0.506 0.856 2.944 -0.015
H 0.098 -1.388 -1.052 0.136
H 0.244 -1.231 2.793 0.150
H 1.604 -2.089 0.481 0.177
H 0.734 1.820 -1.722 0.083
S 0.222 2.445 0.475 0.777
N 0.239 -0.252 0.915 -0.213
C 0.140 0.826 -1.531 -0.411
C 0.257 -0.184 2.299 -0.287
C 0.154 0.883 0.097 -0.732
```

---

(6)
Entry from the Open Molecules 2025 dataset: a structure of composition C4H6N2 (wB97M-V/def2-TZVPD).

Values from the calculation:
- DFT total energy: -7221.0497 eV
- LUMO: 0.68 eV

```
12
Properties=species:S:1:pos:R:3:lowdin_charge:R:1
N 1.354 1.081 0.567 0.047
H 0.421 -1.465 -1.191 0.135
H -1.759 -1.381 -0.390 0.079
H 2.042 -0.820 0.724 0.140
H -1.859 0.195 0.397 0.072
C 0.359 -0.542 -0.624 -0.314
C -1.197 -0.641 0.178 -0.037
N 1.434 -0.212 0.199 -0.038
C 0.325 1.572 -0.073 -0.198
C -0.366 0.635 -0.976 -0.069
H 0.099 2.624 0.054 0.089
H -0.851 -1.047 1.135 0.092
```

---

Which energy above the lowest of the compared OMol25 structures with the same formula, charge and spin belongs to each record? In order, 3.7; 16.2; 63.0; 167.4; 144.4; 104.7 kcal per mole.